{"formula": "C30H31MnN2O2P2", "method": "wB97M-V/def2-TZVPD", "e_homo_ev": [-11.23, -11.02], "largest_force_ev_per_a": 0.59, "lumo_energy_ev": [-2.40, -2.43], "spin_multiplicity": 2, "gap_ev": [8.83, 8.58], "s2": 0.937, "charge": 1, "species": ["Mn", "C", "C", "P", "C", "C", "C", "C", "C", "C", "C", "C", "C", "C", "C", "C", "P", "C", "C", "C", "C", "C", "C", "C", "C", "C", "C", "C", "C", "H", "H", "H", "H", "H", "H", "H", "H", "H", "H", "H", "H", "H", "H", "H", "H", "H", "H", "H", "H", "H", "H", "H", "H", "O", "C", "N", "C", "N", "C", "C", "O", "H", "H", "H", "H", "H", "H", "H"], "coordinates": [[0.054, 0.865, 0.469], [1.354, -2.222, 0.190], [0.336, -2.200, 1.332], [-1.072, -1.145, 0.826], [-1.811, -1.981, -0.588], [-1.974, -1.291, -1.784], [-2.496, -1.933, -2.900], [-2.858, -3.268, -2.818], [-2.699, -3.967, -1.626], [-2.175, -3.328, -0.516], [-2.264, -1.194, 2.184], [-1.818, -0.889, 3.471], [-2.708, -0.885, 4.532], [-4.050, -1.171, 4.316], [-4.502, -1.460, 3.038], [-3.612, -1.472, 1.972], [1.718, -0.510, -0.403], [3.421, -0.156, 0.081], [4.313, 0.436, -0.808], [5.590, 0.777, -0.383], [5.977, 0.535, 0.927], [5.087, -0.052, 1.817], [3.812, -0.392, 1.398], [1.678, -0.569, -2.206], [2.229, -1.643, -2.907], [2.159, -1.683, -4.290], [1.545, -0.646, -4.984], [1.009, 0.431, -4.296], [1.073, 0.468, -2.909], [0.943, -2.765, -0.664], [2.277, -2.725, 0.482], [0.752, -1.736, 2.230], [0.009, -3.206, 1.602], [-1.696, -0.246, -1.852], [-2.616, -1.388, -3.827], [-3.270, -3.772, -3.683], [-2.983, -5.008, -1.563], [-2.058, -3.875, 0.413], [-0.780, -0.636, 3.650], [-2.354, -0.654, 5.527], [-4.742, -1.165, 5.147], [-5.547, -1.680, 2.866], [-3.975, -1.700, 0.978], [4.024, 0.622, -1.835], [6.282, 1.231, -1.079], [6.972, 0.804, 1.254], [5.383, -0.238, 2.841], [3.122, -0.835, 2.108], [2.718, -2.451, -2.375], [2.585, -2.519, -4.827], [1.493, -0.681, -6.064], [0.541, 1.245, -4.835], [0.656, 1.322, -2.383], [1.198, 2.163, 4.378], [0.891, 1.754, 3.316], [0.574, 1.342, 2.241], [-2.554, 4.439, -0.547], [-1.356, 4.664, 0.256], [-1.209, 5.943, 0.944], [-0.433, 3.737, 0.341], [-0.508, 2.643, -0.272], [-2.338, 4.582, -1.605], [-3.313, 5.149, -0.233], [-2.915, 3.425, -0.391], [-2.002, 6.060, 1.682], [-1.265, 6.755, 0.220], [-0.245, 5.979, 1.445], [0.423, 3.963, 0.980]], "forces_ev_per_a": [[-0.078, -0.347, -0.192], [0.104, -0.087, -0.102], [-0.037, -0.128, 0.023], [0.030, 0.523, 0.281], [0.005, -0.176, -0.015], [-0.013, 0.011, -0.040], [0.012, 0.019, 0.026], [-0.015, -0.034, -0.012], [0.017, 0.020, 0.030], [-0.003, 0.024, -0.018], [-0.032, -0.115, 0.026], [-0.017, 0.011, 0.045], [-0.002, 0.002, -0.010], [-0.013, 0.006, 0.016], [0.040, 0.005, -0.018], [-0.018, -0.004, -0.015], [-0.209, 0.383, 0.246], [0.072, 0.020, -0.061], [0.044, -0.018, -0.017], [-0.001, 0.002, 0.018], [-0.001, -0.003, -0.016], [-0.002, 0.003, -0.016], [-0.012, -0.007, 0.062], [0.106, -0.181, -0.041], [-0.014, -0.023, -0.010], [-0.011, 0.034, 0.010], [0.012, -0.014, -0.008], [0.011, -0.021, 0.020], [-0.043, 0.102, -0.059], [-0.011, -0.016, 0.026], [-0.003, 0.031, 0.024], [0.030, -0.011, -0.013], [0.000, 0.005, -0.032], [0.013, 0.026, 0.010], [-0.009, -0.011, -0.006], [0.011, 0.014, -0.012], [-0.006, 0.000, -0.017], [-0.004, 0.007, 0.005], [0.009, -0.003, -0.029], [0.004, 0.005, -0.002], [-0.002, -0.006, -0.004], [-0.005, 0.004, 0.003], [0.012, -0.016, -0.019], [-0.025, -0.002, 0.005], [0.003, 0.000, 0.000], [0.001, -0.005, 0.007], [0.007, 0.002, 0.000], [-0.020, 0.017, -0.016], [-0.006, 0.009, 0.012], [0.000, 0.000, -0.003], [-0.003, 0.012, 0.000], [-0.002, -0.006, -0.010], [0.011, -0.030, 0.050], [0.001, 0.007, 0.077], [-0.034, -0.108, -0.289], [0.074, -0.020, 0.024], [0.009, 0.002, 0.027], [0.055, 0.066, 0.046], [0.001, -0.059, -0.066], [0.026, -0.041, -0.049], [-0.015, 0.092, 0.071], [-0.010, 0.009, -0.003], [-0.015, -0.009, -0.016], [0.007, 0.002, -0.014], [-0.005, 0.014, -0.008], [-0.001, 0.019, 0.018], [-0.006, 0.004, 0.016], [-0.025, -0.010, 0.036]], "mulliken_charge": [0.32, -1.54, -0.96, 1.17, 0.32, -0.39, -0.68, -0.48, -0.80, -0.17, 0.86, -0.37, -0.81, -0.51, -0.66, -0.60, 1.59, 0.48, -0.56, -0.72, -0.53, -0.78, -0.37, 0.55, -0.27, -0.80, -0.50, -0.76, -0.49, 0.56, 0.67, 0.53, 0.59, 0.26, 0.45, 0.41, 0.42, 0.40, 0.21, 0.43, 0.40, 0.41, 0.36, 0.38, 0.42, 0.39, 0.44, 0.25, 0.44, 0.44, 0.42, 0.44, 0.36, -0.59, 0.75, -0.88, -0.91, 0.14, -0.89, 0.29, -0.82, 0.30, 0.38, 0.29, 0.35, 0.36, 0.30, 0.33]}